1.
Molecular formula: C32H53NO21S3
Method: DFT, the ωB97M-V functional and the def2-TZVPD basis

- HOMO energy: -8.33 eV
- LUMO level: -0.10 eV
- DFT total energy: -4080.52372 Ha
- Kohn-Sham gap: 8.230 eV

```
! wB97M-V def2-TZVPD RIJCOSX def2/J DEFGRID3
* xyz 0 1
C -1.7346 -1.3675 -1.0986
C -0.2538 -1.5164 -0.6022
N 0.7368 -1.3121 -1.7105
C 1.7348 -2.3959 -1.6539
C 2.6178 -2.4811 -2.9519
C 1.3193 -0.0278 -1.5544
S 0.3164 1.3141 -1.5268
S 3.1005 0.2548 -1.3812
C 3.2862 1.5004 -0.0424
C 3.2630 0.7822 1.3594
C 3.9931 -0.5788 1.4013
O 4.0885 -0.9633 2.7993
S 2.7094 -1.8284 3.1870
O 1.6312 -0.8570 3.5322
O 3.0528 -2.5532 4.6431
H -2.0613 -0.3366 -0.8792
H -1.6969 -1.4797 -2.1915
H -2.4034 -2.0920 -0.6189
H -0.0679 -0.8285 0.2432
H -0.1696 -2.5302 -0.1729
H 1.1582 -3.3395 -1.6370
H 2.3445 -2.4009 -0.7320
H 2.1659 -1.9130 -3.7777
H 2.7296 -3.5254 -3.2736
H 3.5991 -2.0522 -2.6793
H 2.4290 2.1940 -0.0592
H 4.2436 2.0196 -0.1897
H 3.7728 1.4267 2.1033
H 2.1986 0.7053 1.6420
H 4.9987 -0.4783 0.9670
H 3.4395 -1.3964 0.9019
H 2.5249 -2.0736 5.2953
C 5.0882 -0.6463 5.7912
C 5.3662 0.6825 6.4543
C 6.7027 1.2724 6.1075
O 6.9766 2.0834 7.2570
C 6.3330 1.5118 8.3052
O 6.4982 1.8131 9.4424
O 5.4730 0.5511 7.8833
H 4.0893 -0.9880 6.0383
H 5.1691 -0.5705 4.7086
H 5.7798 -1.4128 6.1471
H 4.5544 1.3851 6.2418
H 6.6713 1.8756 5.2023
H 7.4941 0.5226 6.0144
C 2.5783 6.1332 3.2753
C 2.5195 4.7035 3.7611
C 2.7276 4.5467 5.2420
O 3.2530 3.2175 5.3277
C 3.8885 2.9701 4.1573
O 4.5986 2.0350 3.9653
O 3.6067 3.9230 3.2374
H 2.3626 6.1806 2.2071
H 1.8522 6.7535 3.8014
H 3.5754 6.5538 3.4157
H 1.5849 4.2344 3.4394
H 1.8029 4.6371 5.8091
H 3.4687 5.2398 5.6497
C -4.0924 -1.0152 -7.1239
C -3.3594 -1.6758 -5.9799
C -3.3518 -3.1838 -6.0223
O -3.2121 -3.5123 -4.6329
C -3.7660 -2.4966 -3.9290
O -3.9970 -2.5356 -2.7644
O -4.0201 -1.4277 -4.7277
H -4.0038 0.0707 -7.0518
H -3.6867 -1.3319 -8.0814
H -5.1568 -1.2491 -7.0948
H -2.3425 -1.2757 -5.9081
H -2.5229 -3.5846 -6.6025
H -4.2822 -3.6153 -6.3866
C -4.6159 -2.2700 -13.0450
C -3.8785 -2.8929 -11.8821
C -3.8670 -4.3963 -11.8931
O -3.7278 -4.7029 -10.5020
C -4.2813 -3.6724 -9.8155
O -4.5117 -3.6875 -8.6502
O -4.5369 -2.6232 -10.6354
H -4.5362 -1.1830 -13.0070
H -4.2055 -2.6129 -13.9954
H -5.6795 -2.5106 -13.0078
H -2.8635 -2.4883 -11.8197
H -3.0379 -4.8067 -12.4668
H -4.8033 -4.8323 -12.2524
C 2.9123 0.3559 9.4243
C 2.3764 1.6704 9.9399
C 2.1121 1.6908 11.4193
O 1.0893 2.6864 11.5257
C 0.4127 2.6847 10.3475
O -0.6143 3.2479 10.1625
O 1.0706 1.9516 9.4129
H 3.1349 0.4315 8.3627
H 3.8250 0.0742 9.9478
H 2.1738 -0.4413 9.5371
H 3.0409 2.4883 9.6442
H 2.9899 1.9709 11.9991
H 1.7166 0.7445 11.7996
C -6.5367 -0.5483 -3.0107
C -7.0584 0.8683 -2.9448
C -8.5571 0.9729 -2.8917
O -8.7881 2.2640 -3.4642
C -7.7569 2.5069 -4.3157
O -7.7305 3.3960 -5.1001
O -6.7657 1.5948 -4.1483
H -5.4509 -0.5525 -2.9870
H -6.9013 -1.1393 -2.1695
H -6.8341 -1.0329 -3.9426
H -6.5935 1.4017 -2.1096
H -8.9466 0.9225 -1.8761
H -9.0631 0.2244 -3.5084
*
```

=====

2.
Molecular formula: C32H54N13O5
Method: DFT, the ωB97M-V functional and the def2-TZVPD basis

- HOMO energy: -10.69 eV
- LUMO level: -1.42 eV
- DFT total energy: -2339.62058 Ha
- Kohn-Sham gap: 9.272 eV
- ΔE to the lowest compared entry with this formula, charge and spin: 5.6 kcal per mole

```
! wB97M-V def2-TZVPD RIJCOSX def2/J DEFGRID3
* xyz 1 1
C -0.0092 -2.8968 2.7352
C -0.7299 -3.4292 3.5315
C -1.6498 -4.0457 4.4769
H -2.1830 -4.8563 3.9657
O -2.6654 -3.1806 4.9552
C -2.3450 -2.3624 6.0548
H -3.2462 -2.3212 6.6759
C -1.9878 -0.9202 5.6603
H -1.9995 -0.2919 6.5596
O -0.7502 -0.7966 4.9885
C 0.3789 -0.7174 5.8371
C 1.6420 -0.9995 5.0171
O 1.8742 -0.0902 3.9726
C 2.3755 1.1727 4.3578
C 2.9748 1.8411 3.1215
N 1.9495 2.2535 2.1852
C 2.1477 2.1187 0.8401
N 3.0149 1.2267 0.4150
C 3.0804 1.0847 -0.9185
N 2.4761 1.9117 -1.7844
C 1.6666 2.8111 -1.2431
N 1.3621 2.8802 0.0631
N 1.1470 3.7601 -2.0579
C 1.4268 3.7348 -3.4697
H 1.4490 4.7686 -3.8233
C 0.3252 2.9259 -4.2039
N -0.8066 2.7874 -3.3136
C -1.2558 1.6594 -2.7484
O -2.1402 1.6731 -1.8954
C -0.6315 0.3260 -3.1764
N -0.8646 -0.6121 -2.1115
N 0.1293 -0.9010 -1.2784
N -0.3102 -1.6819 -0.3613
C -1.6216 -1.9234 -0.5696
C -1.9950 -1.2222 -1.7001
H -2.9331 -1.1216 -2.1971
C -2.4277 -2.8301 0.2920
H -1.7540 -3.3124 1.0001
H -2.8779 -3.6015 -0.3375
C -3.5453 -2.1115 1.0549
H -4.2379 -1.6437 0.3510
H -4.1011 -2.8521 1.6298
C -3.0179 -1.0585 2.0287
N -2.5336 0.1079 1.3200
C -1.3697 0.7455 1.4541
N -1.1666 1.8094 0.6715
H -0.2409 2.2433 0.6104
H -1.7367 1.9026 -0.1655
N -0.4741 0.4178 2.3683
H -0.6217 -0.2934 3.0737
H 0.4335 0.8718 2.3823
H -3.1425 0.4497 0.5888
H -2.2141 -1.4905 2.6234
H -3.8310 -0.7523 2.6971
H 0.4601 0.4397 -3.1870
C -1.1134 -0.1559 -4.5652
C -0.4706 -1.5010 -4.8980
H 0.6144 -1.4232 -4.9019
H -0.7914 -1.8326 -5.8811
H -0.7572 -2.2612 -4.1745
C -2.6427 -0.2119 -4.7060
C -3.0839 0.0367 -6.1444
H -2.6449 -0.6944 -6.8181
H -2.7867 1.0302 -6.4732
H -4.1652 -0.0380 -6.2222
H -3.1045 0.5429 -4.0660
H -3.0056 -1.1935 -4.3976
H -0.7521 0.5847 -5.2864
C -1.1773 4.0591 -2.7153
H -2.1318 3.9434 -2.2031
C -0.0577 4.4829 -1.7277
H 0.1264 5.5585 -1.8118
H -0.3200 4.2499 -0.6968
H -1.2895 4.7902 -3.5180
H 0.7088 1.9546 -4.4998
H -0.0035 3.4562 -5.1034
H 2.4045 3.2804 -3.6198
N 3.8379 0.0988 -1.3995
C 4.3632 -0.9435 -0.5455
H 4.2528 -0.6355 0.4922
C 3.5880 -2.2392 -0.8194
H 4.0222 -3.0746 -0.2694
O 3.6612 -2.5849 -2.1853
C 3.1051 -1.5737 -2.9892
H 3.1846 -1.9224 -4.0204
C 3.8573 -0.2475 -2.8011
H 3.3935 0.5569 -3.3699
H 4.8988 -0.3727 -3.1144
H 2.0485 -1.4287 -2.7153
H 2.5371 -2.1011 -0.5256
H 5.4207 -1.0893 -0.7872
H 1.4277 3.0833 2.4359
H 3.5840 2.6962 3.4348
H 3.6040 1.1216 2.5961
H 3.1622 1.0534 5.1153
H 1.5784 1.8017 4.7804
H 2.5009 -1.0308 5.7023
H 1.5276 -1.9693 4.5271
H 0.4216 0.2797 6.2999
H 0.3234 -1.4631 6.6386
H -2.7432 -0.5528 4.9618
H -1.5349 -2.8063 6.6473
H -1.0789 -4.4763 5.3139
H 0.6044 -2.4452 2.0107
*
```

=====

3.
Molecular formula: C32H54N8S4SeY
Method: DFT, the ωB97M-V functional and the def2-TZVPD basis

- HOMO energy: -16.31 eV
- LUMO level: -8.71 eV
- DFT total energy: -5721.67821 Ha
- Kohn-Sham gap: 7.595 eV
- ΔE to the lowest compared entry with this formula, charge and spin: 16.3 kcal per mole

```
! wB97M-V def2-TZVPD RIJCOSX def2/J DEFGRID3
* xyz 3 1
Y 0.2975 -0.5123 1.7579
C -0.8259 -3.8555 2.2240
C -2.0350 -3.0504 1.7614
N -1.6413 -1.9954 0.8036
C -1.2583 -2.5484 -0.5063
C 0.2358 -2.7271 -0.7006
C 0.7053 -3.4193 -1.8115
C 2.0714 -3.6042 -1.9664
C 2.9240 -3.1260 -0.9835
C 2.3871 -2.4313 0.0945
C 3.2999 -1.9050 1.1802
N 2.5958 -1.4817 2.4053
C 2.4966 -2.5568 3.4211
C 1.4618 -3.6083 3.0370
N 0.1413 -2.9774 2.8989
N 1.0720 -2.2011 0.2040
H -0.3349 -4.3113 1.3608
H -1.1637 -4.6695 2.8749
H -2.5095 -2.5693 2.6236
H -2.7659 -3.7354 1.3148
H -2.4750 -1.4251 0.6589
H -1.6185 -1.8812 -1.2973
H -1.7434 -3.5204 -0.6698
H 0.0111 -3.8195 -2.5338
H 2.4600 -4.1298 -2.8258
H 3.9885 -3.2843 -1.0531
H 3.8367 -1.0439 0.7601
H 4.0476 -2.6764 1.4112
H 3.1789 -0.7731 2.8488
H 2.2028 -2.0836 4.3653
H 3.4655 -3.0496 3.5648
H 1.4626 -4.4020 3.7946
H 1.7293 -4.0611 2.0799
H -0.2080 -2.8308 3.8488
C 0.6042 3.4548 0.7398
C 2.1078 3.2868 0.8395
S 2.6853 1.5560 1.0502
C 3.8408 1.7686 2.4643
C 3.2113 2.1050 3.8070
S 1.6993 1.1359 4.2195
C 0.5569 2.4894 4.6660
C 0.1837 3.4381 3.5424
S -0.3947 2.6000 2.0080
H 0.2250 3.0466 -0.1971
H 0.3571 4.5163 0.7894
H 2.5265 3.8480 1.6724
H 2.5535 3.6575 -0.0843
H 4.5419 2.5575 2.1877
H 4.4019 0.8362 2.5124
H 2.9258 3.1524 3.8639
H 3.9412 1.9126 4.5945
H 1.0254 3.0453 5.4808
H -0.3275 1.9831 5.0596
H 1.0142 4.0801 3.2568
H -0.6337 4.0716 3.8892
C -3.9326 1.7729 -5.3469
C -2.6504 2.3146 -4.7238
C -2.6171 2.2174 -3.1965
C -2.6183 0.7804 -2.6651
N -1.4438 0.0460 -3.1070
C -0.2552 0.0903 -2.5136
S -0.1062 0.7061 -0.9142
N 0.8310 -0.3461 -3.1412
C 0.9135 -0.7650 -4.5346
C 2.3225 -0.5589 -5.0828
C 2.7364 0.9141 -5.1412
C 1.8324 1.7598 -6.0334
H -3.9393 1.9891 -6.4116
H -4.8045 2.2484 -4.9064
H -4.0268 0.6952 -5.2251
H -2.5518 3.3678 -4.9902
H -1.7876 1.7974 -5.1538
H -3.4907 2.7240 -2.7866
H -1.7271 2.7279 -2.8198
H -3.4978 0.2485 -3.0286
H -2.6267 0.7891 -1.5734
H -1.4618 -0.1794 -4.0947
H 1.7177 -0.2426 -2.6643
H 0.2202 -0.1780 -5.1416
H 0.6281 -1.8207 -4.6088
H 2.3473 -0.9738 -6.0906
H 3.0371 -1.1247 -4.4806
H 3.7513 0.9574 -5.5362
H 2.7558 1.3392 -4.1332
H 1.6677 1.2685 -6.9898
H 2.3008 2.7192 -6.2328
H 0.8677 1.9539 -5.5660
Se -1.2071 -0.7168 5.0986
N -1.4415 -0.1847 3.3869
C -2.6840 0.3226 3.2793
C -3.2833 0.8525 2.1227
C -4.5799 1.2920 2.2027
C -5.3204 1.2330 3.4060
C -4.7711 0.7414 4.5537
C -3.4408 0.2724 4.5101
N -2.7922 -0.2468 5.5410
H -2.7070 0.9356 1.2061
H -5.0595 1.6994 1.3231
H -6.3379 1.5941 3.4052
H -5.3094 0.6906 5.4863
*
```

=====

4.
Molecular formula: C32H54O19S5
Method: DFT, the ωB97M-V functional and the def2-TZVPD basis

- HOMO energy: -9.26 eV
- SMILES: C[C@@H](O)COc1cccc2c1C(=O)c1ccccc1C2=O.CCOS(C)(=O)=O.CCOS(C)(=O)=O.CCOS(C)(=O)=O.CCOS(C)(=O)=O.CCOS(C)(=O)=O
- LUMO level: -0.50 eV
- DFT total energy: -4672.15834 Ha
- Kohn-Sham gap: 8.762 eV

```
! wB97M-V def2-TZVPD RIJCOSX def2/J DEFGRID3
* xyz 0 1
C -1.2437 1.0597 1.2915
C -1.9167 1.2985 -0.0809
O -2.8682 0.2906 -0.3381
C -2.5429 2.7272 -0.0401
O -3.8930 2.7571 -0.5744
C -4.6823 3.5299 0.2562
C -4.4172 4.8897 0.3152
C -5.1466 5.7169 1.1290
C -6.1551 5.1605 1.8897
C -6.4407 3.8342 1.8324
C -5.7104 2.9734 0.9956
C -6.1170 1.5259 0.9786
O -5.3862 0.5835 0.7539
C -7.5915 1.2522 1.2357
C -8.2074 0.1858 0.6189
C -9.5425 -0.0326 0.8589
C -10.2329 0.8266 1.6860
C -9.6354 1.8905 2.3163
C -8.2949 2.0989 2.0630
C -7.5393 3.2379 2.6778
O -7.7636 3.6481 3.8056
H -0.5128 1.8701 1.4129
H -0.7947 0.0686 1.3707
H -2.0304 1.2310 2.0403
H -1.1458 1.2449 -0.8593
H -3.1118 -0.0845 0.5136
H -2.5456 3.0549 1.0069
H -1.9501 3.4633 -0.5988
H -3.5991 5.2740 -0.2863
H -4.9013 6.7725 1.1765
H -6.7342 5.8014 2.5509
H -7.6405 -0.4554 -0.0487
H -10.0775 -0.8606 0.4064
H -11.2945 0.6579 1.8525
H -10.1458 2.5934 2.9659
C 3.7454 -1.7362 1.9403
C 3.6622 -2.8943 2.9158
O 2.5750 -2.7420 3.8457
S 1.1013 -3.0728 3.3319
C 0.3231 -3.1131 4.9095
O 1.0934 -4.3862 2.7648
O 0.6055 -1.9488 2.5985
H 2.8907 -1.7290 1.2641
H 4.6528 -1.8106 1.3398
H 3.7468 -0.7842 2.4724
H 3.5811 -3.8484 2.3919
H 4.5699 -2.9319 3.5167
H 0.7355 -3.9370 5.4854
H -0.7426 -3.2628 4.7486
H 0.4950 -2.1642 5.4122
C -3.4299 -1.7150 -3.1372
C -2.2877 -2.4637 -2.4829
O -1.5062 -3.2156 -3.4346
S -0.4599 -2.4227 -4.3345
C 0.4262 -3.8193 -4.9316
O 0.3951 -1.6525 -3.4781
O -1.1558 -1.8087 -5.4235
H -3.0598 -0.9150 -3.7781
H -4.0717 -1.2696 -2.3773
H -4.0263 -2.3801 -3.7640
H -1.6459 -1.7858 -1.9189
H -2.6854 -3.1923 -1.7780
H 0.9161 -4.3078 -4.0941
H 1.1677 -3.4580 -5.6403
H -0.2673 -4.4950 -5.4261
C 6.1754 -3.9555 -6.8610
C 6.7518 -3.1919 -5.6845
O 5.7823 -2.3208 -5.0777
S 4.6898 -2.9680 -4.1143
C 4.1011 -1.4707 -3.4028
O 5.3573 -3.7429 -3.1128
O 3.6446 -3.5332 -4.9122
H 5.4240 -4.6740 -6.5339
H 6.9631 -4.5014 -7.3817
H 5.6909 -3.2745 -7.5611
H 7.1706 -3.8700 -4.9385
H 7.5613 -2.5493 -6.0278
H 4.9050 -1.0107 -2.8342
H 3.2701 -1.7217 -2.7456
H 3.7608 -0.8117 -4.1975
C 4.3675 0.2192 7.3994
C 4.2831 -0.9362 8.3776
O 3.1977 -0.7778 9.3112
S 1.7235 -1.1029 8.8044
C 0.9505 -1.1384 10.3865
O 1.7062 -2.4225 8.2466
O 1.2236 0.0181 8.0721
H 3.5111 0.2281 6.7253
H 5.2730 0.1400 6.7969
H 4.3740 1.1721 7.9289
H 4.1968 -1.8914 7.8563
H 5.1918 -0.9759 8.9762
H 1.3641 -1.9628 10.9611
H -0.1154 -1.2859 10.2266
H 1.1268 -0.1883 10.8842
C 1.6743 2.9512 -5.2838
C 2.4572 3.5555 -6.4332
O 3.6662 4.2020 -5.9869
S 4.9149 3.2821 -5.6252
C 6.1234 4.5626 -5.5695
O 5.1955 2.4221 -6.7333
O 4.7364 2.7571 -4.3068
H 2.2086 2.1112 -4.8410
H 0.7062 2.5905 -5.6323
H 1.5176 3.6882 -4.4957
H 2.6879 2.8065 -7.1926
H 1.8617 4.3301 -6.9138
H 6.2241 4.9935 -6.5620
H 7.0627 4.1124 -5.2554
H 5.8075 5.3123 -4.8486
*
```